This record from the OMol25 dataset describes a molecular structure, C36H37AlCl5GeNSi2. The level of theory is wB97M-V/def2-TZVPD.

Its expectation value of S² is 0.7546. For the molar mass, the calculation gives 816.7 g mol⁻¹. Its multiplicity is 2. As for the net charge: +1. The LUMO energy (alpha / beta) is -2.79 / -5.27 eV. The value obtained for the energy above the lowest of the compared OMol25 structures with the same formula, charge and spin is 0.0 kJ/mol. The energy comes out at -6647.991094 Ha.

Positions of all 83 atoms, in Å:
1 Al 0.316 0.050 -1.146
2 Cl 2.859 -0.406 -1.961
3 C 2.659 1.323 -1.735
4 C 1.359 1.702 -1.443
5 C 1.147 3.065 -1.278
6 Cl -0.447 3.626 -0.939
7 C 2.197 3.984 -1.354
8 Cl 1.916 5.658 -1.102
9 C 3.495 3.538 -1.629
10 Cl 4.793 4.648 -1.695
11 C 3.742 2.176 -1.847
12 Cl 5.308 1.605 -2.232
13 C -2.330 1.936 -3.534
14 Si -1.890 0.125 -3.316
15 C -0.258 -0.201 -4.229
16 C -3.204 -0.950 -4.144
17 C -1.639 -0.323 -1.465
18 C -1.246 -1.752 -1.435
19 C -2.015 -2.914 -1.458
20 C -1.380 -4.141 -1.452
21 C 0.012 -4.226 -1.417
22 C 0.733 -3.054 -1.374
23 N 0.113 -1.871 -1.381
24 Si -3.128 0.097 -0.352
25 C -3.141 -1.047 1.149
26 C -4.771 -0.138 -1.263
27 C -3.059 1.872 0.257
28 H -2.617 2.102 -4.573
29 H -1.486 2.591 -3.318
30 H -3.165 2.254 -2.909
31 H -0.364 0.158 -5.254
32 H -0.006 -1.260 -4.284
33 H 0.611 0.329 -3.829
34 H -2.965 -1.059 -5.203
35 H -4.194 -0.500 -4.077
36 H -3.270 -1.956 -3.730
37 H -3.092 -2.847 -1.488
38 H -1.972 -5.047 -1.476
39 H 0.517 -5.179 -1.408
40 H 1.814 -3.038 -1.318
41 H -3.351 -2.087 0.902
42 H -3.924 -0.716 1.833
43 H -2.199 -1.018 1.705
44 H -4.888 -1.114 -1.732
45 H -4.931 0.618 -2.033
46 H -5.580 -0.029 -0.538
47 H -2.103 2.114 0.721
48 H -3.829 2.004 1.018
49 H -3.247 2.601 -0.531
50 C 5.803 1.026 1.304
51 C 5.377 -0.275 1.081
52 C 4.030 -0.582 1.157
53 C 3.089 0.400 1.469
54 C 3.533 1.701 1.704
55 C 4.881 2.013 1.619
56 Ge 1.212 -0.087 1.594
57 C 0.991 -1.892 2.310
58 C 1.875 -2.275 3.322
59 C 1.756 -3.513 3.933
60 C 0.759 -4.388 3.536
61 C -0.121 -4.022 2.530
62 C -0.004 -2.782 1.923
63 C 0.053 1.225 2.435
64 C 0.078 2.576 2.093
65 C -0.731 3.486 2.748
66 C -1.584 3.054 3.752
67 C -1.623 1.714 4.103
68 C -0.812 0.803 3.446
69 H 6.855 1.270 1.238
70 H 6.096 -1.048 0.842
71 H 3.709 -1.604 0.983
72 H 2.831 2.480 1.972
73 H 5.212 3.025 1.808
74 H 2.663 -1.604 3.641
75 H 2.445 -3.793 4.719
76 H 0.667 -5.355 4.012
77 H -0.904 -4.701 2.220
78 H -0.715 -2.509 1.150
79 H 0.724 2.924 1.298
80 H -0.705 4.530 2.467
81 H -2.219 3.765 4.262
82 H -2.282 1.379 4.892
83 H -0.840 -0.242 3.733

Mulliken population analysis, charges in e, atoms 1 to 4:
1. Al -2.809
2. Cl -0.248
3. C 1.367
4. C -0.738